#a
An isolated molecule of C8H17NOS. Source: the OMol25 dataset; level of theory: the ωB97M-V functional and the def2-TZVPD basis.

Summary:
- Highest occupied orbital energy: -0.3165 Eh
- SMILES: CC(C)[C@H](C)[S@](=N)(=O)C1CC1

Last column: Mulliken charge in e.
Atoms and positions in Å:
C  -2.7854  -1.2523  0.9078  -0.540
C  -3.7556  -0.1989  0.6716  -0.481
C  -2.5687  -0.3418  -0.2971  -0.324
C  1.5301  1.8368  0.6892  -1.365
C  3.0060  -0.2559  0.4673  -1.455
C  0.2678  -1.2754  -1.1162  -1.610
C  1.8008  0.4862  -0.0934  0.742
C  0.4652  -0.3572  0.1047  -0.688
N  -1.1440  1.4264  -1.8178  -0.745
O  -1.6768  1.8937  0.7708  -0.689
S  -1.2892  1.0007  -0.3039  0.932
H  -2.1230  -0.9800  1.7006  0.210
H  -2.9009  -2.3463  1.0042  0.283
H  -4.6801  -0.3475  0.1409  0.261
H  -3.6054  0.7030  1.2210  0.264
H  -2.9606  -0.6257  -1.3471  0.381
H  0.9131  1.4584  1.4469  0.425
H  2.4445  2.4113  1.0193  0.360
H  0.9462  2.6015  0.0878  0.229
H  3.0253  -1.2999  0.1514  0.325
H  2.9233  -0.2267  1.5676  0.355
H  3.9199  0.3060  0.4078  0.437
H  -0.0976  -0.6260  -1.8841  0.505
H  1.1805  -1.7207  -1.3660  0.405
H  -0.4969  -1.9601  -1.0011  0.421
H  1.8566  0.7495  -1.2182  0.296
H  0.2044  -0.7520  1.0285  0.787
H  -0.7524  2.3154  -1.9006  0.282

#b
A structure of composition C8H17NOS. Source: the OMol25 dataset; level of theory: the ωB97M-V functional and the def2-TZVPD basis.

Summary:
- Highest occupied orbital energy: -0.3114 Eh

Last column: Mulliken charge in e.
Atoms and positions in Å:
C  1.8250  1.9691  -2.4514  -0.696
C  -0.3853  1.9949  -0.9995  -0.787
C  -1.5824  1.1991  -0.3820  -1.452
C  -1.2539  -0.1428  0.2912  0.956
C  -0.3414  -0.1786  1.5059  0.095
C  0.6620  -1.2193  1.6210  -0.110
C  1.8069  -1.1125  0.5456  -0.949
C  0.1980  -2.6918  1.2761  -0.986
H  2.4228  1.2502  -1.6086  0.142
H  2.1480  1.8962  -3.4623  0.381
H  1.6799  3.1021  -1.9942  0.225
H  -0.7849  3.0116  -1.0616  0.424
H  0.3775  2.0835  -0.2065  0.475
H  -2.2432  1.1447  -1.2583  0.459
H  -2.1460  1.9903  0.2476  0.275
H  -0.6976  -0.8808  -0.4018  0.112
H  -3.3416  -0.2472  1.2046  0.279
H  -2.8600  -0.7250  -0.4221  0.284
H  0.8749  -1.1652  2.6500  0.657
H  1.2368  -0.6121  -0.2779  0.282
H  2.1983  -2.3699  0.1163  0.223
H  2.8130  -0.5096  1.0441  0.257
H  -1.0009  -2.7792  1.3778  0.276
H  0.4870  -2.9363  0.0327  0.241
H  0.9913  -3.2696  2.1784  0.277
N  -2.5239  -0.6066  0.5443  -0.646
O  -0.6732  0.4926  2.4681  -0.636
S  0.1129  1.3122  -2.5776  -0.061

#a is favored, and the nearest alternative lies 1.487 eV above it.

#a
An isolated molecule of C2H2FN3O. Source: the OMol25 dataset; level of theory: the ωB97M-V functional and the def2-TZVPD basis.

Summary:
- Highest occupied orbital energy: -0.3376 Eh
- SMILES: Nc1onnc1F

Last column: Mulliken charge in e.
Atoms and positions in Å:
C  -0.2240  -0.2469  -0.1705  0.377
C  0.8381  0.7161  -0.1705  0.361
H  -1.9305  0.7325  -0.0047  0.269
H  -2.0651  -0.7504  0.5448  0.306
N  -1.5869  -0.0905  -0.2343  -0.559
N  1.7722  -1.2002  -0.0642  -0.145
N  1.9991  0.1475  -0.1928  -0.286
O  0.4543  -1.4117  0.1735  -0.074
F  0.7430  2.1035  0.1187  -0.250

#b
An isolated molecule of C2H2FN3O. Source: the OMol25 dataset; level of theory: the ωB97M-V functional and the def2-TZVPD basis.

Summary:
- Highest occupied orbital energy: -0.3751 Eh
- SMILES: O[C@@H]1N=NN=C1F

Last column: Mulliken charge in e.
Atoms and positions in Å:
C  -0.4545  -0.0268  0.0347  0.389
C  1.0008  -0.5157  0.1233  0.375
N  -0.1877  1.3919  -0.0761  -0.149
N  1.8149  0.4463  0.0859  -0.287
N  1.0135  1.5753  0.0162  -0.188
O  -1.3567  -0.6030  -0.7808  -0.525
F  1.2393  -1.7739  0.2239  -0.222
H  -0.7119  -0.2719  1.0330  0.225
H  -2.3576  -0.2223  -0.6601  0.382

#b is favored, and the nearest alternative lies 0.503 eV above it.

#a
A cluster of 13 separate species, H26O13 in total. Source: the OMol25 dataset; level of theory: the ωB97M-V functional and the def2-TZVPD basis.

Summary:
- Highest occupied orbital energy: -0.3886 Eh

Last column: Mulliken charge in e.
Atoms and positions in Å:
H  -0.2168  0.1826  0.3555  0.257
H  -1.5755  0.9068  0.8545  0.268
H  3.7286  -0.5027  -2.5364  0.318
H  2.7433  -0.2904  -1.5688  0.184
H  -4.9419  -0.1765  2.5650  0.314
H  -5.5286  -0.3645  4.0511  0.320
H  3.1150  1.9799  2.0483  0.293
H  2.0096  1.1860  2.4956  0.276
H  1.9130  -1.9349  -0.0337  0.306
H  1.6722  -0.3645  -0.0962  0.204
H  4.3290  0.0318  0.6343  0.338
H  3.8074  1.0908  -0.4509  0.281
H  1.5673  3.6692  -1.3230  0.316
H  2.0356  3.8815  0.1773  0.316
H  -2.0721  -2.7818  -0.1241  0.266
H  -2.3249  -2.1207  1.2352  0.274
H  -1.2875  -2.0593  -2.1812  0.356
H  -2.4541  -2.8102  -2.0350  0.254
H  -3.9495  4.0375  0.6086  0.328
H  -2.5716  3.9552  1.0491  0.289
H  2.3230  -2.9308  3.2508  0.323
H  1.3642  -2.5554  2.1490  0.304
H  0.3320  -3.5288  -1.8005  0.313
H  -0.1495  -3.5737  -3.2057  0.311
H  -1.4201  2.9056  -3.6144  0.299
H  -2.1897  2.1444  -2.6946  0.292
O  -1.2119  0.3411  0.1966  -0.575
O  3.4442  -0.8247  -1.6826  -0.557
O  -4.7612  -0.4697  3.4328  -0.632
O  2.9309  1.4050  2.7526  -0.590
O  1.6832  -1.0859  0.5031  -0.442
O  4.3020  0.9752  0.3537  -0.551
O  2.3476  3.8368  -0.7362  -0.636
O  -2.6069  -2.1654  0.3713  -0.535
O  -2.2222  -2.0438  -2.5007  -0.588
O  -3.1373  4.6060  0.7150  -0.617
O  1.7073  -3.3196  2.6480  -0.637
O  -0.4546  -3.7075  -2.3449  -0.653
O  -2.2796  2.4752  -3.5183  -0.589

#b
A cluster of 13 separate species, H26O13 in total. Source: the OMol25 dataset; level of theory: the ωB97M-V functional and the def2-TZVPD basis.

Summary:
- Highest occupied orbital energy: -0.3839 Eh

Last column: Mulliken charge in e.
Atoms and positions in Å:
H  0.2174  0.8761  0.2446  0.281
H  -1.0665  1.6886  0.2054  0.142
H  -2.0010  -0.9923  -3.1939  0.298
H  -2.4480  -1.1646  -1.7515  0.357
H  0.8660  -1.3846  -0.1198  0.230
H  -0.3478  -1.0045  0.7123  0.408
H  -3.6353  -2.9844  1.8172  0.285
H  -2.1316  -3.0392  1.6031  0.351
H  -4.1523  3.0995  -0.0521  0.300
H  -5.4633  3.8420  -0.2522  0.318
H  2.5659  -3.7827  0.2552  0.262
H  1.5295  -2.8402  -0.3344  0.249
H  -0.0672  -3.5185  -0.7483  0.339
H  0.4786  -2.6247  -1.8497  0.280
H  3.9909  1.5086  1.9141  0.303
H  4.3505  1.3790  3.3852  0.321
H  0.9026  0.1348  4.2958  0.293
H  0.4324  0.1729  2.8511  0.328
H  -0.1287  4.9711  1.0279  0.314
H  -0.9907  3.8374  0.4972  0.288
H  -4.3503  -1.3574  -0.7018  0.283
H  -3.5036  -1.4723  0.5552  0.254
H  3.9155  1.0857  -2.1433  0.469
H  5.3266  1.1222  -2.7070  0.268
H  3.2114  0.3936  -3.6586  0.324
H  1.9803  1.2255  -3.3385  0.341
O  -0.7217  0.8240  0.4553  -0.519
O  -2.1157  -0.5047  -2.3704  -0.605
O  0.5186  -1.4215  0.7786  -0.533
O  -2.8001  -3.0194  2.2971  -0.648
O  -4.5590  3.7940  -0.5824  -0.617
O  1.6915  -3.4135  0.4232  -0.545
O  -0.2362  -2.6874  -1.2063  -0.579
O  4.7451  1.4116  2.5064  -0.629
O  1.1191  0.5125  3.4359  -0.608
O  -1.0459  4.6842  0.9542  -0.604
O  -3.4747  -1.1538  -0.3541  -0.601
O  4.8317  1.2435  -1.8888  -0.678
O  2.5660  0.5589  -2.9621  -0.722

#b is favored, and the nearest alternative lies 0.952 eV above it.